{
  "formula": "C41H43BCsFN15S2",
  "method": "ωB97M-V/def2-TZVPD",
  "orbital_gap_ev": [8.5, 6.4],
  "total_charge": 0,
  "lumo_energy_ev": [0.14, -1.97],
  "homo_ev": [-8.4, -8.4],
  "spin_multiplicity": 2,
  "largest_force_ev_per_a": 3.0,
  "e_above_lowest_ev": 1.6775,
  "symbols": ["Cs", "C", "C", "C", "C", "N", "N", "B", "N", "C", "C", "C", "C", "N", "N", "C", "C", "C", "C", "N", "N", "C", "C", "C", "C", "N", "H", "H", "H", "H", "H", "H", "H", "H", "H", "H", "H", "H", "H", "H", "H", "H", "H", "H", "H", "H", "N", "C", "C", "C", "C", "C", "C", "N", "C", "C", "C", "S", "C", "N", "H", "H", "H", "H", "H", "H", "H", "F", "S", "C", "C", "C", "N", "C", "C", "C", "C", "C", "N", "C", "C", "H", "H", "H", "H", "H", "H", "H", "H", "C", "C", "C", "C", "N", "N", "C", "H", "H", "H", "H", "H", "H", "H", "H"],
  "coordinates": [[-0.0189, 0.2839, -0.1398], [3.6528, 0.5950, -0.9250], [3.1363, 1.9896, -0.7322], [3.8323, 3.2112, -0.8578], [2.8856, 4.1812, -0.6305], [1.7087, 3.5631, -0.3684], [1.8652, 2.2163, -0.4386], [0.2816, 4.1551, -0.3557], [-0.4581, 4.1261, 0.9868], [-1.3357, 5.0741, 1.4030], [-1.9579, 4.6088, 2.5318], [-1.4075, 3.3254, 2.7351], [-1.7524, 2.3497, 3.8162], [-0.5107, 3.0409, 1.8017], [-0.5074, 3.2945, -1.4220], [-0.1592, 3.2471, -2.7613], [-1.0324, 2.4291, -3.3797], [-1.9059, 1.9541, -2.3145], [-3.1361, 1.1435, -2.4219], [-1.5453, 2.5301, -1.1435], [0.3131, 5.6223, -0.8221], [0.8968, 6.6595, -0.1780], [0.5533, 7.8117, -0.8374], [-0.2753, 7.3799, -1.8965], [-0.9499, 8.2089, -2.9454], [-0.4214, 6.0644, -1.8753], [4.7370, 0.6012, -1.0335], [3.2199, 0.1534, -1.8286], [3.3829, -0.0340, -0.0760], [4.8772, 3.3559, -1.0846], [2.9754, 5.2542, -0.6549], [-1.4656, 6.0057, 0.8741], [-2.7127, 5.1119, 3.1167], [-1.3484, 2.6620, 4.7829], [-1.3568, 1.3636, 3.5792], [-2.8351, 2.2696, 3.9254], [0.6779, 3.8078, -3.1402], [-1.0586, 2.1350, -4.4146], [-3.1664, 0.6469, -3.3879], [-4.0124, 1.7913, -2.3170], [-3.1649, 0.3931, -1.6297], [1.4909, 6.5050, 0.7112], [0.8504, 8.8212, -0.5985], [-0.7340, 9.2658, -2.7941], [-2.0309, 8.0685, -2.9134], [-0.6096, 7.9275, -3.9430], [3.1104, -3.0984, 3.0658], [3.5967, -3.7668, 1.9560], [4.2491, -4.9859, 1.7922], [4.6258, -5.3196, 0.5027], [4.3651, -4.4670, -0.5827], [3.7124, -3.2612, -0.4105], [3.3198, -2.9114, 0.8816], [2.6716, -1.7710, 1.3337], [2.5776, -1.9113, 2.6234], [2.0443, -0.8803, 3.5197], [1.8983, -0.9624, 4.8715], [1.3458, 0.5310, 5.4881], [1.3409, 1.1730, 3.8830], [1.7115, 0.3373, 2.9718], [3.1675, -3.4079, 4.0186], [4.4619, -5.6387, 2.6306], [5.1402, -6.2569, 0.3259], [4.6875, -4.7630, -1.5752], [3.5090, -2.5974, -1.2423], [2.0848, -1.8014, 5.5261], [1.0332, 2.1911, 3.6708], [-0.5917, 0.1589, -2.4766], [2.6135, -6.1894, -4.2691], [1.8592, -4.9003, -3.2898], [1.8290, -3.5724, -3.6962], [1.1847, -2.6449, -2.8882], [0.5983, -2.9701, -1.7370], [0.6242, -4.2468, -1.3613], [1.2342, -5.2498, -2.1014], [4.3445, -5.8213, -4.0341], [4.9699, -4.7603, -4.6719], [6.3218, -4.5520, -4.4337], [7.0612, -5.3281, -3.6413], [6.4527, -6.3579, -3.0540], [5.1035, -6.6440, -3.2134], [2.2754, -3.2618, -4.6315], [1.1110, -1.5980, -3.1760], [0.1550, -4.4790, -0.4087], [1.2460, -6.2741, -1.7525], [4.4269, -4.1153, -5.3490], [6.8384, -3.7250, -4.9104], [7.0730, -6.9799, -2.4162], [4.6473, -7.4846, -2.7066], [-4.6331, -4.8737, 0.1352], [-4.1053, -3.5386, 0.5455], [-4.5729, -2.6036, 1.4380], [-3.6434, -1.5347, 1.3909], [-2.6789, -1.7945, 0.5263], [-2.9712, -3.0129, 0.0349], [-3.6566, -0.2536, 2.1653], [-5.5795, -5.0659, 0.6358], [-3.9403, -5.6748, 0.3995], [-4.8038, -4.9195, -0.9423], [-5.4607, -2.6759, 2.0475], [-2.3844, -3.3891, -0.6907], [-4.6558, -0.0500, 2.5498], [-3.3436, 0.5841, 1.5395], [-2.9730, -0.3053, 3.0149]],
  "forces_ev_per_a": [[-0.05, -1.71, 2.47], [-0.14, 0.15, 0.03], [0.08, 0.19, 0.00], [0.05, -0.07, 0.02], [-0.03, -0.11, 0.01], [0.05, 0.12, -0.12], [0.75, 0.89, -0.16], [0.05, 0.08, 0.15], [-0.05, 0.01, -0.03], [0.00, -0.09, 0.03], [-0.05, -0.03, 0.01], [-0.06, 0.03, -0.03], [0.01, 0.05, -0.04], [0.04, 0.07, -0.09], [-0.05, 0.14, -0.29], [-0.10, 0.05, 0.01], [-0.04, -0.05, 0.11], [0.37, -0.32, -0.21], [-0.04, 0.06, 0.00], [-0.10, 0.58, -0.27], [-0.06, -0.13, -0.03], [0.00, -0.13, 0.03], [-0.04, 0.12, -0.09], [-0.02, 0.03, -0.01], [0.03, -0.05, 0.03], [0.15, 0.00, 0.17], [-0.01, -0.01, 0.00], [0.05, 0.00, 0.04], [0.04, -0.01, -0.04], [-0.07, -0.01, 0.02], [-0.04, -0.04, -0.01], [0.05, -0.09, -0.01], [0.07, -0.05, -0.02], [-0.01, -0.01, 0.00], [0.00, 0.01, 0.00], [0.02, -0.01, 0.01], [-0.01, 0.02, 0.12], [-0.04, -0.03, 0.07], [-0.02, -0.04, 0.03], [0.03, -0.03, 0.00], [0.01, 0.04, -0.02], [-0.06, -0.01, -0.06], [-0.02, -0.07, -0.02], [-0.01, 0.00, -0.01], [0.01, 0.01, 0.00], [0.00, 0.02, 0.02], [-0.05, -0.06, 0.06], [0.00, 0.09, 0.03], [-0.03, 0.01, 0.02], [-0.04, 0.04, 0.01], [0.01, 0.08, -0.04], [0.04, 0.01, 0.05], [-0.10, -0.02, 0.01], [0.01, -0.04, -0.19], [0.09, -0.03, -0.03], [0.01, 0.08, -0.05], [0.01, -0.09, 0.07], [-0.01, 0.09, -0.08], [0.04, -0.13, 0.11], [0.06, -0.03, -0.07], [0.01, 0.02, 0.01], [-0.01, 0.02, -0.04], [-0.01, 0.03, 0.01], [-0.04, 0.08, 0.16], [0.02, -0.04, 0.03], [-0.01, 0.08, -0.06], [0.03, -0.13, -0.02], [-0.67, 0.32, -1.77], [0.01, 0.04, -0.12], [0.01, -0.04, 0.04], [-0.02, -0.01, -0.01], [-0.06, 0.04, 0.03], [-0.16, -0.05, 0.16], [0.09, 0.11, -0.06], [0.02, 0.04, 0.01], [-0.07, -0.08, 0.02], [0.04, 0.01, 0.02], [0.05, -0.07, 0.08], [-0.11, -0.03, -0.01], [0.04, 0.08, -0.08], [0.07, -0.04, -0.07], [-0.01, -0.02, 0.02], [-0.02, -0.07, 0.03], [0.01, 0.01, -0.03], [-0.01, 0.03, 0.00], [0.00, 0.00, 0.02], [-0.03, -0.03, 0.02], [-0.03, 0.02, -0.03], [0.02, 0.03, 0.00], [0.05, 0.05, -0.02], [0.02, 0.00, -0.01], [-0.01, 0.10, 0.14], [-0.16, -0.04, -0.01], [0.01, 0.06, 0.01], [0.09, -0.01, -0.13], [0.03, -0.09, -0.02], [0.00, 0.00, 0.00], [-0.01, 0.01, 0.01], [-0.01, 0.00, 0.02], [0.05, 0.00, -0.05], [0.02, 0.01, 0.00], [0.02, 0.03, -0.01], [0.00, -0.02, 0.01], [-0.04, -0.02, -0.01]]
}